Molecular formula: C29H27FO12
Method: DFT, wB97M-V/def2-TZVPD

Charge ... 0
HOMO-LUMO gap ... 7.5 eV
Electronic energy ... -57797.508 eV
Maximum force ... 0.0223 hartree/bohr

Last column: natural (NBO) charge in e.
Geometry (Å):
C 2.563 1.169 1.812  -0.647
C 3.597 0.223 1.221  0.118
C 4.184 -0.696 2.312  -0.449
C 4.474 -0.036 3.610  -0.057
C 3.803 -0.160 4.754  -0.050
C 2.606 -0.936 5.137  -0.471
C 2.804 -2.460 5.102  -0.423
C 1.484 -3.158 4.895  0.061
F 0.879 -2.708 3.728  -0.372
C 4.503 0.698 5.750  0.766
O 4.210 0.888 6.877  -0.514
O 5.601 1.257 5.160  -0.494
C 5.611 0.880 3.839  0.756
O 6.394 1.277 3.053  -0.507
O 3.058 -0.677 0.282  -0.540
C 2.568 -0.087 -0.915  -0.103
C 1.231 -0.689 -1.245  0.044
C 1.202 -2.016 -1.686  -0.226
C -0.005 -2.651 -1.968  -0.210
C -1.193 -1.943 -1.798  -0.211
C -1.163 -0.617 -1.375  -0.201
C 0.043 0.018 -1.090  -0.242
H 3.077 2.002 2.284  0.213
H 1.903 0.669 2.511  0.210
H 1.935 1.612 1.045  0.222
H 4.435 0.800 0.821  0.175
H 3.419 -1.446 2.493  0.230
H 5.047 -1.226 1.920  0.240
H 2.377 -0.667 6.165  0.243
H 1.730 -0.669 4.555  0.245
H 3.178 -2.807 6.060  0.221
H 3.470 -2.783 4.308  0.211
H 0.792 -2.972 5.715  0.160
H 1.613 -4.233 4.800  0.170
H 2.506 0.996 -0.851  0.179
H 3.245 -0.315 -1.740  0.180
H 2.131 -2.555 -1.801  0.210
H 0.009 -3.677 -2.300  0.211
H -2.121 -2.452 -2.003  0.211
H -2.107 -0.107 -1.254  0.205
H 0.050 1.039 -0.742  0.230
C -6.451 -3.304 -4.987  -0.390
C -5.755 -2.337 -4.375  0.325
C -4.273 -2.174 -4.577  0.474
O -3.720 -1.260 -3.994  -0.540
C -3.584 -3.114 -5.443  -0.393
C -4.280 -4.083 -6.053  0.328
C -5.767 -4.232 -5.870  0.473
O -6.321 -5.131 -6.475  -0.536
O -3.726 -4.980 -6.858  -0.624
O -6.305 -1.452 -3.554  -0.625
H -7.516 -3.428 -4.851  0.246
H -2.517 -2.997 -5.568  0.248
H -4.453 -5.557 -7.162  0.508
H -5.580 -0.868 -3.260  0.507
C -2.715 5.752 -1.525  -0.388
C -2.204 4.517 -1.429  0.326
C -1.239 4.138 -0.338  0.482
O -0.841 2.987 -0.317  -0.560
C -0.838 5.153 0.617  -0.395
C -1.346 6.390 0.519  0.333
C -2.331 6.764 -0.557  0.473
O -2.753 7.905 -0.559  -0.533
O -1.031 7.371 1.351  -0.621
O -2.505 3.540 -2.276  -0.623
H -3.410 6.034 -2.302  0.247
H -0.134 4.873 1.387  0.245
H -1.540 8.151 1.057  0.509
H -2.004 2.754 -1.985  0.509



Molecular formula: C29H27FeN4O3PS4
Method: DFT, wB97M-V/def2-TZVPD

Charge ... -2
Spin multiplicity ... 5
HOMO-LUMO gap (alpha / beta) ... 7.0 / 6.9 eV
<S²> ... 6.012
Electronic energy ... -129637.064 eV
Maximum force ... 0.0046 hartree/bohr

Last column: natural (NBO) charge in e.
Geometry (Å):
Fe -0.456 0.190 0.140  1.454
C 1.245 -1.816 2.565  -0.651
C 0.936 -0.387 2.893  0.246
N -0.223 -0.095 3.335  -0.253
N -0.409 1.212 3.729  -0.350
C -1.105 1.966 2.971  -0.066
S -1.844 1.674 1.423  -0.450
S -1.309 3.629 3.646  0.176
C 0.116 4.432 2.829  -0.541
C -0.142 4.939 1.438  -0.029
C 0.272 4.218 0.323  -0.213
C 0.014 4.690 -0.957  -0.155
C -0.671 5.882 -1.142  -0.243
C -1.088 6.610 -0.034  -0.234
C -0.819 6.140 1.244  -0.213
C 2.014 0.620 2.674  -0.196
C 2.798 1.080 3.721  -0.167
C 3.804 2.015 3.511  -0.301
C 4.016 2.490 2.222  -0.225
C 3.239 2.047 1.166  -0.264
C 2.207 1.108 1.363  0.355
O 1.456 0.722 0.363  -0.902
H 0.346 -2.427 2.604  0.253
H 1.991 -2.197 3.270  0.201
H 1.682 -1.887 1.567  0.219
H 0.949 3.727 2.853  0.246
H 0.364 5.267 3.489  0.214
H 0.782 3.270 0.447  0.241
H 0.317 4.091 -1.805  0.219
H -0.893 6.229 -2.145  0.207
H -1.629 7.540 -0.165  0.194
H -1.159 6.702 2.108  0.194
H 2.598 0.712 4.721  0.203
H 4.403 2.372 4.340  0.191
H 4.794 3.224 2.037  0.191
H 3.388 2.427 0.162  0.206
N 1.360 -1.863 -1.505  -0.675
N 0.626 -2.942 -0.996  -0.521
C -0.432 -2.859 -0.091  0.876
O -0.827 -3.910 0.414  -0.734
O -0.920 -1.689 0.132  -0.898
H 0.786 -1.346 -2.163  0.369
H 1.636 -1.216 -0.768  0.355
H 1.109 -3.822 -0.983  0.366
S -2.525 0.035 -4.665  -0.677
P -1.993 1.391 -3.336  1.159
S -0.336 1.103 -2.221  -0.738
C -1.728 2.989 -4.213  -0.368
C -0.467 3.544 -4.381  -0.202
C -0.309 4.743 -5.067  -0.225
C -1.414 5.399 -5.586  -0.228
C -2.680 4.846 -5.426  -0.245
C -2.833 3.648 -4.749  -0.129
C -3.392 1.846 -2.253  -0.313
C -3.225 2.858 -1.313  -0.214
C -4.290 3.255 -0.520  -0.196
C -5.526 2.642 -0.663  -0.216
C -5.694 1.625 -1.593  -0.234
C -4.629 1.228 -2.389  -0.215
H 0.390 3.030 -3.962  0.242
H 0.681 5.166 -5.185  0.202
H -1.293 6.340 -6.110  0.196
H -3.549 5.354 -5.827  0.198
H -3.818 3.213 -4.627  0.215
H -2.253 3.315 -1.175  0.245
H -4.133 4.015 0.235  0.219
H -6.355 2.941 -0.031  0.196
H -6.653 1.131 -1.692  0.196
H -4.736 0.434 -3.119  0.238



Molecular formula: C29H27FeN5O6S
Method: DFT, wB97M-V/def2-TZVPD

Charge ... 0
HOMO-LUMO gap (alpha / beta) ... 7.2 / 7.2 eV
Electronic energy ... -95471.750 eV
Maximum force ... 0.0133 hartree/bohr

Last column: natural (NBO) charge in e.
Geometry (Å):
Fe 0.034 -0.149 0.214  1.046
O 0.891 -0.528 -6.529  -0.731
C 1.838 -0.417 -5.730  0.735
O 3.072 -0.427 -5.876  -0.730
C 1.385 -0.223 -4.251  -0.029
C 2.319 -0.122 -3.230  -0.191
C 1.878 -0.005 -1.925  0.154
N 0.587 0.021 -1.634  -0.457
C -0.324 -0.073 -2.591  0.232
C 0.040 -0.187 -3.920  -0.210
C -1.713 -0.057 -2.058  0.177
C -2.844 -0.097 -2.853  -0.219
C -4.090 -0.039 -2.250  -0.144
C -4.175 0.068 -0.873  -0.255
C -3.000 0.093 -0.145  0.087
N -1.804 0.019 -0.723  -0.460
C 2.736 0.084 -0.713  0.195
C 4.116 0.161 -0.748  -0.214
C 4.813 0.273 0.443  -0.143
C 4.116 0.312 1.638  -0.255
C 2.736 0.227 1.593  0.079
N 2.069 0.107 0.449  -0.457
H 3.367 -0.157 -3.497  0.256
H -0.681 -0.269 -4.724  0.256
H -2.747 -0.169 -3.928  0.238
H -4.988 -0.071 -2.853  0.226
H -5.130 0.130 -0.370  0.229
H -2.998 0.172 0.935  0.214
H 4.634 0.139 -1.697  0.239
H 5.894 0.335 0.437  0.226
H 4.626 0.406 2.586  0.228
H 2.132 0.255 2.492  0.213
O -0.390 1.703 1.475  -0.694
C -0.622 0.851 2.363  0.745
O -0.509 -0.389 2.084  -0.745
C -1.019 1.258 3.741  -0.175
C -1.524 0.321 4.629  -0.169
C -1.897 0.680 5.929  -0.271
C -1.727 1.996 6.276  0.242
O -1.997 2.591 7.473  -0.478
C -1.677 3.979 7.314  0.236
O -1.158 4.157 5.997  -0.490
C -1.224 2.931 5.390  0.279
C -0.865 2.602 4.113  -0.231
H -1.625 -0.704 4.296  0.231
H -2.301 -0.038 6.630  0.229
H -0.924 4.263 8.047  0.164
H -2.580 4.576 7.438  0.161
H -0.483 3.327 3.408  0.251
C 1.386 -5.920 2.657  -0.622
C 0.287 -4.894 2.912  -0.225
N 0.289 -3.800 1.951  -0.578
C -0.145 -3.860 0.679  0.357
S 0.232 -2.617 -0.413  -0.294
N -0.874 -4.919 0.317  -0.582
C -1.414 -5.145 -1.025  -0.216
C -0.391 -5.726 -1.988  -0.622
H 1.327 -6.730 3.385  0.220
H 2.368 -5.454 2.739  0.217
H 1.301 -6.348 1.656  0.211
H 0.404 -4.448 3.898  0.220
H -0.696 -5.370 2.917  0.187
H 0.897 -3.016 2.125  0.422
H -1.000 -5.657 0.988  0.396
H -1.785 -4.193 -1.398  0.228
H -2.261 -5.821 -0.910  0.200
H 0.460 -5.053 -2.088  0.233
H -0.842 -5.853 -2.974  0.224
H -0.036 -6.700 -1.645  0.201



Molecular formula: C29H27N3O
Method: DFT, wB97M-V/def2-TZVPD

Charge ... 0
HOMO-LUMO gap ... 8.0 eV
Electronic energy ... -37025.745 eV
Maximum force ... 0.0697 hartree/bohr

Last column: natural (NBO) charge in e.
Geometry (Å):
C 2.633 -1.945 0.842  0.244
N 3.462 -1.176 0.486  -0.358
C 0.081 3.479 -1.946  -0.423
N -0.028 2.004 -2.047  -0.455
C -0.153 1.306 -3.234  0.704
O -0.308 1.839 -4.334  -0.631
C -0.152 -0.219 -2.887  -0.113
C 0.839 -1.016 -3.674  -0.433
C 2.287 -0.667 -3.333  -0.018
C 2.762 0.617 -3.616  -0.236
C 4.041 1.026 -3.203  -0.203
C 4.935 0.080 -2.701  -0.217
C 4.496 -1.234 -2.506  -0.176
C 3.243 -1.660 -2.942  -0.219
N 0.054 -0.226 -1.452  -0.424
C 0.377 -1.316 -0.715  0.109
C 0.213 -1.324 0.639  -0.389
C 1.068 -2.277 1.382  -0.272
C 0.726 -2.437 2.887  -0.037
C 1.549 -3.347 3.580  -0.147
C 1.291 -3.594 4.935  -0.218
C 0.337 -2.838 5.630  -0.219
C -0.514 -1.991 4.889  -0.201
C -0.424 -1.882 3.489  -0.213
C 0.085 1.164 -0.824  0.128
C -1.040 1.432 0.169  -0.219
C -2.332 1.613 -0.215  -0.171
C -3.447 1.826 0.705  -0.104
C -4.716 2.118 0.163  -0.181
C -5.781 2.350 1.007  -0.208
C -5.607 2.294 2.386  -0.209
C -4.358 2.024 2.940  -0.225
C -3.257 1.790 2.116  -0.137
H -0.217 3.914 -2.929  0.247
H -0.639 3.744 -1.134  0.213
H 1.127 3.769 -1.647  0.205
H -1.206 -0.508 -3.071  0.214
H 0.623 -2.042 -3.400  0.212
H 0.589 -0.866 -4.735  0.248
H 2.067 1.332 -4.106  0.229
H 4.320 2.076 -3.312  0.214
H 5.972 0.325 -2.486  0.216
H 5.142 -1.961 -2.022  0.216
H 2.954 -2.720 -2.874  0.209
H 0.860 -2.161 -1.249  0.200
H -0.529 -0.674 1.154  0.229
H 1.074 -3.390 0.933  0.234
H 2.334 -3.891 3.029  0.212
H 1.913 -4.295 5.475  0.214
H 0.307 -2.874 6.725  0.222
H -1.219 -1.357 5.401  0.214
H -1.196 -1.363 2.903  0.222
H 1.085 1.343 -0.347  0.214
H -0.712 1.292 1.219  0.209
H -2.555 1.630 -1.302  0.215
H -4.763 2.133 -0.931  0.213
H -6.714 2.588 0.524  0.217
H -6.458 2.539 2.995  0.216
H -4.253 2.029 4.018  0.215
H -2.269 1.573 2.554  0.202



Which of these has the highest maximum force?
C29H27N3O



Which value of charge does entry 4 give?
0



What did the first record say?
Molecular formula: C29H27FO12
Method: DFT, wB97M-V/def2-TZVPD

Charge ... 0
HOMO-LUMO gap ... 7.5 eV
Electronic energy ... -57797.508 eV
Maximum force ... 0.0223 hartree/bohr

Last column: natural (NBO) charge in e.
Geometry (Å):
C 2.563 1.169 1.812  -0.647
C 3.597 0.223 1.221  0.118
C 4.184 -0.696 2.312  -0.449
C 4.474 -0.036 3.610  -0.057
C 3.803 -0.160 4.754  -0.050
C 2.606 -0.936 5.137  -0.471
C 2.804 -2.460 5.102  -0.423
C 1.484 -3.158 4.895  0.061
F 0.879 -2.708 3.728  -0.372
C 4.503 0.698 5.750  0.766
O 4.210 0.888 6.877  -0.514
O 5.601 1.257 5.160  -0.494
C 5.611 0.880 3.839  0.756
O 6.394 1.277 3.053  -0.507
O 3.058 -0.677 0.282  -0.540
C 2.568 -0.087 -0.915  -0.103
C 1.231 -0.689 -1.245  0.044
C 1.202 -2.016 -1.686  -0.226
C -0.005 -2.651 -1.968  -0.210
C -1.193 -1.943 -1.798  -0.211
C -1.163 -0.617 -1.375  -0.201
C 0.043 0.018 -1.090  -0.242
H 3.077 2.002 2.284  0.213
H 1.903 0.669 2.511  0.210
H 1.935 1.612 1.045  0.222
H 4.435 0.800 0.821  0.175
H 3.419 -1.446 2.493  0.230
H 5.047 -1.226 1.920  0.240
H 2.377 -0.667 6.165  0.243
H 1.730 -0.669 4.555  0.245
H 3.178 -2.807 6.060  0.221
H 3.470 -2.783 4.308  0.211
H 0.792 -2.972 5.715  0.160
H 1.613 -4.233 4.800  0.170
H 2.506 0.996 -0.851  0.179
H 3.245 -0.315 -1.740  0.180
H 2.131 -2.555 -1.801  0.210
H 0.009 -3.677 -2.300  0.211
H -2.121 -2.452 -2.003  0.211
H -2.107 -0.107 -1.254  0.205
H 0.050 1.039 -0.742  0.230
C -6.451 -3.304 -4.987  -0.390
C -5.755 -2.337 -4.375  0.325
C -4.273 -2.174 -4.577  0.474
O -3.720 -1.260 -3.994  -0.540
C -3.584 -3.114 -5.443  -0.393
C -4.280 -4.083 -6.053  0.328
C -5.767 -4.232 -5.870  0.473
O -6.321 -5.131 -6.475  -0.536
O -3.726 -4.980 -6.858  -0.624
O -6.305 -1.452 -3.554  -0.625
H -7.516 -3.428 -4.851  0.246
H -2.517 -2.997 -5.568  0.248
H -4.453 -5.557 -7.162  0.508
H -5.580 -0.868 -3.260  0.507
C -2.715 5.752 -1.525  -0.388
C -2.204 4.517 -1.429  0.326
C -1.239 4.138 -0.338  0.482
O -0.841 2.987 -0.317  -0.560
C -0.838 5.153 0.617  -0.395
C -1.346 6.390 0.519  0.333
C -2.331 6.764 -0.557  0.473
O -2.753 7.905 -0.559  -0.533
O -1.031 7.371 1.351  -0.621
O -2.505 3.540 -2.276  -0.623
H -3.410 6.034 -2.302  0.247
H -0.134 4.873 1.387  0.245
H -1.540 8.151 1.057  0.509
H -2.004 2.754 -1.985  0.509